DFT (ωB97M-V/def2-TZVPD) results for C28H39BBrCl4F5KLiMgN6O6 as an isolated structure in a non-equilibrium geometry.

For the strongest force on any atom, the calculation gives 2.48 eV/Å. The calculation puts the total energy at -7616.08124 Ha. Its net charge is +2. Its HOMO energy is -0.350 Eh. The gap between HOMO and LUMO comes out at 0.78 eV.

Last column: Löwdin charge in e.
Atoms and positions in Å:
C: 2.4543 -2.2407 0.2861  -0.1038
C: 2.7331 -1.0645 -0.6517  -0.2606
C: 1.4806 -0.5909 -1.3869  -0.2079
C: 1.0598 -1.5664 -2.4884  -0.2048
C: -0.4526 -1.7982 -2.6119  -0.1969
C: -1.1453 -0.7494 -3.4928  -0.2114
C: -2.1815 0.2227 -2.8466  -0.1630
C: -3.2545 -0.3489 -1.8842  -0.1764
C: -3.1495 -0.1246 -0.4065  -0.2442
C: -2.4039 0.9081 0.1582  0.0198
N: -2.3402 1.1722 1.4300  0.0063
C: -1.5433 2.2945 1.8976  -0.2517
C: -0.7825 2.0937 3.0187  0.0070
C: 0.0254 3.1294 3.4586  -0.0209
C: -0.0109 4.2888 2.6992  -0.0271
C: -0.8564 4.3509 1.6139  -0.1041
N: -1.6507 3.3819 1.1585  0.1568
N: -3.0195 0.4510 2.3378  0.2128
C: -3.7104 -0.5423 1.8599  -0.2753
C: -4.4127 -1.3745 2.9061  -0.1295
C: -3.4907 -2.5403 3.2149  -0.2461
N: -3.7444 -3.7567 3.0141  0.1108
C: -3.8390 -0.8950 0.4920  -0.5196
Br: -4.9007 -2.3180 -0.0987  0.9295
H: 2.0013 -1.9137 1.2142  0.0772
H: 3.3827 -2.7380 0.5702  0.0436
H: 1.8470 -2.9981 -0.2033  0.0628
H: 3.1066 -0.2479 -0.0352  0.1051
H: 3.5380 -1.3215 -1.3423  0.0617
H: 0.7012 -0.4368 -0.6462  0.0827
H: 1.7262 0.3819 -1.8177  0.1100
H: 1.4927 -2.5311 -2.2336  0.0400
H: 1.5045 -1.2733 -3.4384  0.1135
H: -0.8900 -1.8953 -1.6201  0.0849
H: -0.5735 -2.7717 -3.1031  0.1047
H: -1.6331 -1.2399 -4.3520  0.0433
H: -0.3848 -0.1160 -3.9328  0.1234
H: -2.7459 0.6195 -3.6944  0.1115
H: -1.6294 1.0610 -2.4405  0.1117
H: -4.2410 0.0103 -2.1744  0.1292
H: -3.2441 -1.4397 -1.9961  0.0549
H: -1.8429 1.5555 -0.4906  0.1387
H: -0.8170 1.1514 3.5370  0.1165
H: 0.6613 3.0661 4.3236  0.1172
H: 0.6071 5.1344 2.9455  0.1203
H: -0.8806 5.2757 1.0533  0.1038
H: -4.5696 -0.7851 3.8017  0.1252
H: -5.3517 -1.7594 2.5313  0.0814
H: -2.5102 -2.2841 3.6074  0.1085
H: -4.6872 -3.8562 2.6357  0.0361
C: 5.0962 -4.1047 -2.7920  -1.9967
Cl: 5.9287 -5.2274 -3.8469  0.6167
Cl: 5.4845 -2.4492 -3.2572  0.5776
Cl: 3.3639 -4.3631 -2.8624  0.6205
Cl: 5.6022 -4.3651 -1.0812  0.4276
F: -1.1858 -0.9648 -0.0072  -0.4010
Li: -3.0104 -1.8921 -4.1432  0.8353
C: -2.7793 6.3776 -0.9511  0.0283
N: -2.7238 7.7703 -0.4523  -0.4486
O: -3.5264 8.5714 -0.8835  0.0739
O: -1.8607 7.9936 0.3626  0.0740
H: -3.5832 6.2828 -1.6714  0.0974
H: -1.8175 6.1672 -1.4117  0.1024
H: -2.9545 5.7407 -0.0892  0.0758
N: 1.0537 9.2260 -0.8136  -0.6306
O: 1.2210 10.4368 -0.7045  0.0883
O: 0.5857 8.7547 -1.8568  0.0438
O: 1.3528 8.4744 0.1188  0.0445
K: 7.8816 -3.6773 0.1785  0.8528
B: 8.2193 -5.4973 -7.0202  -1.2768
F: 9.1629 -5.2531 -5.9313  -0.0019
F: 9.1314 -5.8578 -8.0692  0.0562
F: 7.3656 -6.5092 -6.7379  0.2046
F: 7.5770 -4.3378 -7.3421  0.1904
C: 2.1728 -4.3292 5.3714  -0.0945
C: 3.0560 -5.1780 4.7189  -0.1049
C: 2.6498 -5.8584 3.5788  -0.1087
C: 1.3634 -5.6830 3.0865  -0.0991
C: 0.4809 -4.8321 3.7368  -0.0891
C: 0.8851 -4.1585 4.8815  -0.0914
H: 2.4872 -3.8018 6.2625  0.1024
H: 4.0605 -5.3105 5.1007  0.0967
H: 3.3354 -6.5272 3.0730  0.0934
H: 1.0476 -6.2114 2.1961  0.0990
H: -0.5225 -4.6968 3.3525  0.0953
H: 0.1956 -3.5000 5.3935  0.1002
Mg: 10.7505 -4.9833 -7.1089  1.2502
C: -5.5774 7.0836 2.2319  -0.1452
O: -5.5158 6.7120 0.8554  -0.1362
H: -6.0630 6.2769 2.7751  0.0747
H: -4.5733 7.2348 2.6379  0.0760
H: -6.1591 7.9987 2.3579  0.0816
H: -5.0905 7.4373 0.3862  0.0374